Entry 1:
Formula: C24H20N7SV
Source: OMol25
Level of theory: ωB97M-V/def2-TZVPD

Cartesian coordinates (Å):
V1 0.453 0.166 -1.181
S1 1.317 -0.629 0.782
C1 -0.177 -0.383 1.637
N1 -0.378 -0.761 2.948
N2 0.562 -1.303 3.568
C2 0.472 -1.719 4.918
C3 -0.701 -1.525 5.641
C4 -0.722 -1.956 6.954
C5 0.399 -2.560 7.517
C6 1.560 -2.741 6.776
C7 1.604 -2.317 5.459
N3 -1.233 0.208 1.131
N4 -1.070 0.631 -0.101
C8 -2.152 1.332 -0.700
C9 -1.949 1.745 -2.015
C10 -2.937 2.445 -2.689
C11 -4.128 2.732 -2.036
C12 -4.320 2.322 -0.724
C13 -3.338 1.620 -0.040
H1 1.464 -1.467 3.103
H2 -1.562 -1.051 5.192
H3 -1.615 -1.822 7.547
H4 0.364 -2.892 8.545
H5 2.426 -3.208 7.222
H6 2.502 -2.448 4.867
H7 -1.013 1.538 -2.546
H8 -2.778 2.765 -3.709
H9 -4.907 3.279 -2.549
H10 -5.249 2.554 -0.221
H11 -3.487 1.304 0.981
N5 5.729 4.623 -3.802
C14 4.896 3.967 -3.364
C15 3.854 3.148 -2.816
C16 3.986 1.759 -2.801
C17 2.960 1.022 -2.254
N6 1.841 1.583 -1.771
C18 1.715 2.918 -1.786
C19 2.704 3.736 -2.294
H12 4.867 1.274 -3.194
H13 3.032 -0.062 -2.200
H14 0.796 3.324 -1.382
H15 2.581 4.809 -2.289
C20 -1.118 -3.417 -4.005
C21 -1.245 -3.525 -2.627
C22 -0.803 -2.488 -1.832
N7 -0.271 -1.371 -2.356
C23 -0.172 -1.260 -3.692
C24 -0.565 -2.265 -4.549
H16 -1.447 -4.222 -4.648
H17 -1.676 -4.404 -2.170
H18 -0.867 -2.530 -0.752
H19 0.249 -0.335 -4.073
H20 -0.451 -2.141 -5.616

* E_HOMO (alpha / beta): -13.47 / -13.43 eV
* strongest force on any atom: 0.7 eV/Å
* orbital gap (alpha / beta): 0.2200 / 0.2276 Eh
* relative energy (zero: lowest compared OMol25 entry of this formula, charge and spin): 1.3239 eV
* 2S+1: 3
* charge: +2
* E: -2651.49827 Ha
* ⟨S²⟩: 2.07

Atom charges from the Löwdin analysis, given in e for atoms 1 to 5: atom 1 (V): 0.74, atom 2 (S): 0.72, atom 3 (C): -0.74, atom 4 (N): 0.14, atom 5 (N): 0.07



Entry 2:
Formula: C40H47N2O3P2Si2Sn
Source: OMol25
Level of theory: ωB97M-V/def2-TZVPD

Cartesian coordinates (Å):
Sn1 0.562 1.619 0.546
C1 2.995 -1.411 4.019
Si1 1.316 -0.786 3.452
C2 0.936 0.927 4.103
C3 -0.073 -1.968 3.896
N1 1.266 -0.641 1.678
P1 1.504 -1.750 0.633
C4 0.864 -2.052 -0.921
P2 0.258 -0.826 -2.093
N2 -0.136 0.627 -1.562
Si2 -0.606 1.949 -2.630
C5 -2.135 2.730 -1.859
C6 -0.974 1.499 -4.419
C7 0.794 3.212 -2.577
C8 1.599 -0.685 -3.314
C9 2.782 -0.074 -2.900
C10 3.783 0.213 -3.811
C11 3.612 -0.105 -5.153
C12 2.442 -0.719 -5.574
C13 1.434 -0.999 -4.662
C14 -1.106 -1.703 -2.911
C15 -0.880 -2.956 -3.483
C16 -1.940 -3.678 -4.007
C17 -3.231 -3.167 -3.940
C18 -3.461 -1.930 -3.357
C19 -2.400 -1.198 -2.845
C20 -0.254 -2.821 -0.105
C21 -1.361 -2.162 0.461
C22 -2.421 -2.885 0.975
C23 -2.393 -4.274 0.951
C24 -1.288 -4.941 0.433
C25 -0.223 -4.223 -0.080
C26 2.716 -3.004 1.050
C27 2.575 -4.013 1.993
C28 3.655 -4.835 2.275
C29 4.873 -4.635 1.639
C30 5.009 -3.636 0.684
C31 3.929 -2.824 0.379
H1 3.377 -0.796 4.839
H2 3.731 -1.386 3.211
H3 2.933 -2.439 4.381
H4 1.123 0.992 5.178
H5 -0.114 1.169 3.934
H6 1.542 1.698 3.616
H7 -0.111 -2.147 4.975
H8 0.044 -2.935 3.398
H9 -1.037 -1.554 3.589
H10 -2.944 2.005 -1.729
H11 -2.513 3.543 -2.487
H12 -1.896 3.150 -0.876
H13 -1.447 0.520 -4.513
H14 -0.071 1.496 -5.032
H15 -1.662 2.236 -4.842
H16 1.056 3.455 -1.543
H17 0.503 4.147 -3.065
H18 1.690 2.837 -3.077
H19 2.915 0.182 -1.853
H20 4.696 0.698 -3.490
H21 4.386 0.133 -5.869
H22 2.305 -0.971 -6.618
H23 0.515 -1.453 -5.004
H24 0.123 -3.365 -3.505
H25 -1.767 -4.644 -4.465
H26 -4.060 -3.740 -4.336
H27 -4.470 -1.541 -3.293
H28 -2.564 -0.227 -2.388
H29 -1.368 -1.078 0.492
H30 -3.270 -2.367 1.406
H31 -3.234 -4.840 1.331
H32 -1.270 -6.023 0.418
H33 0.633 -4.738 -0.499
H34 1.627 -4.168 2.495
H35 3.545 -5.634 2.996
H36 5.722 -5.261 1.880
H37 5.951 -3.495 0.169
H38 4.014 -2.059 -0.386
C32 -0.471 7.940 3.635
O1 -1.709 7.246 3.728
C33 -1.789 6.033 3.185
C34 -3.048 5.392 3.321
C35 -3.229 4.158 2.793
C36 -2.186 3.456 2.122
C37 -2.427 2.162 1.597
C38 -3.828 1.601 1.565
O2 -1.545 1.393 1.114
C39 -0.917 4.111 1.990
O3 0.096 3.579 1.382
C40 -0.760 5.407 2.521
H39 -0.621 8.884 4.147
H40 -0.204 8.128 2.593
H41 0.328 7.382 4.126
H42 -3.836 5.909 3.850
H43 -4.196 3.689 2.910
H44 -4.466 2.233 0.945
H45 -4.267 1.547 2.561
H46 -3.786 0.602 1.140
H47 0.205 5.874 2.377

* E_HOMO: -10.47 eV
* strongest force on any atom: 1.6 eV/Å
* orbital gap: 0.2664 Eh
* relative energy (zero: lowest compared OMol25 entry of this formula, charge and spin): 2.2617 eV
* charge: +1
* E: -3363.58392 Ha

Atom charges from the Löwdin analysis, given in e for atoms 1 to 5: atom 1 (Sn): 1.36, atom 2 (C): -0.16, atom 3 (Si): 0.39, atom 4 (C): -0.18, atom 5 (C): -0.16



Entry 3:
Formula: C25H19ClN4O2PbS4
Source: OMol25
Level of theory: ωB97M-V/def2-TZVPD

Cartesian coordinates (Å):
Pb1 -0.456 2.310 -0.599
C1 -2.792 -0.307 -3.256
C2 -1.355 -0.493 -2.836
N1 -1.154 -0.961 -1.665
N2 0.072 -1.419 -1.298
C3 0.613 -1.084 -0.189
S1 0.175 0.179 0.949
S2 1.945 -2.175 0.364
C4 0.883 -3.298 1.342
C5 0.179 -4.339 0.508
C6 -1.063 -4.065 -0.064
C7 -1.679 -4.995 -0.896
C8 -1.070 -6.219 -1.154
C9 0.160 -6.508 -0.572
C10 0.777 -5.572 0.249
C11 -0.289 -0.122 -3.811
C12 -0.352 -0.630 -5.112
C13 0.621 -0.364 -6.065
C14 1.693 0.460 -5.700
C15 1.769 0.998 -4.429
C16 0.784 0.734 -3.434
O1 0.872 1.282 -2.266
H1 -3.452 -0.756 -2.515
H2 -2.973 -0.754 -4.241
H3 -3.025 0.759 -3.314
H4 0.173 -2.653 1.862
H5 1.554 -3.754 2.070
H6 -1.539 -3.104 0.121
H7 -2.633 -4.752 -1.355
H8 -1.546 -6.939 -1.813
H9 0.643 -7.460 -0.768
H10 1.748 -5.792 0.690
H11 -1.183 -1.275 -5.379
H12 0.552 -0.789 -7.059
H13 2.469 0.689 -6.423
H14 2.592 1.647 -4.144
S3 -1.833 4.400 3.274
C17 -0.124 4.225 3.624
C18 0.235 3.923 4.935
C19 1.557 3.946 5.356
C20 1.893 3.641 6.730
N3 2.150 3.409 7.830
C21 2.547 4.271 4.400
C22 2.208 4.521 3.090
C23 0.856 4.517 2.630
S4 0.464 4.895 1.011
C24 3.941 4.403 4.809
N4 5.037 4.529 5.134
H15 -0.542 3.687 5.654
H16 2.981 4.761 2.374
Cl1 -3.097 2.218 -1.091
C25 -2.412 1.970 2.522
O2 -2.083 3.303 2.075
H17 -1.542 1.475 2.957
H18 -2.728 1.424 1.631
H19 -3.222 1.998 3.259

* E_HOMO: -2.27 eV
* strongest force on any atom: 0.6 eV/Å
* orbital gap: 0.2392 Eh
* charge: -2
* E: -3579.47876 Ha

Atom charges from the Löwdin analysis, given in e for atoms 1 to 5: atom 1 (Pb): 0.91, atom 2 (C): -0.08, atom 3 (C): -0.32, atom 4 (N): 0.06, atom 5 (N): -0.06



Entry 4:
Formula: C21H37MgN4O8P2S2
Source: OMol25
Level of theory: ωB97M-V/def2-TZVPD

Cartesian coordinates (Å):
Mg1 -0.480 0.351 -2.036
S1 -1.386 2.446 -0.456
C1 -0.900 3.785 -1.458
C2 -0.719 5.022 -0.771
N1 -0.583 5.975 -0.133
C3 -0.662 3.685 -2.801
S2 -0.786 2.241 -3.734
C4 -0.287 4.882 -3.503
N2 0.020 5.828 -4.083
C5 4.297 -1.075 1.815
C6 3.257 -0.771 0.755
C7 2.830 -1.991 -0.031
O1 2.097 -0.244 1.448
P1 1.161 0.853 0.742
O2 1.244 0.694 -0.730
C8 -0.350 0.418 1.631
P2 -1.237 -0.969 0.874
O3 -1.057 -0.980 -0.582
O4 -0.615 -2.271 1.515
C9 -0.780 -2.575 2.920
C10 0.603 -2.817 3.489
C11 -1.703 -3.768 3.035
O5 -2.694 -0.981 1.413
C12 -3.944 -0.355 0.925
C13 -4.033 -0.333 -0.582
C14 -4.070 1.008 1.569
O6 1.702 2.254 1.175
C15 1.690 2.970 2.439
C16 0.348 3.608 2.718
C17 2.207 2.110 3.575
H1 5.198 -1.480 1.354
H2 3.916 -1.812 2.522
H3 4.568 -0.176 2.365
H4 3.631 0.000 0.076
H5 2.426 -2.746 0.643
H6 3.687 -2.414 -0.556
H7 2.072 -1.732 -0.768
H8 -1.010 1.277 1.719
H9 -0.009 0.096 2.620
H10 -1.243 -1.713 3.414
H11 1.060 -3.680 3.003
H12 0.545 -3.013 4.559
H13 1.245 -1.955 3.319
H14 -1.281 -4.620 2.503
H15 -2.677 -3.540 2.611
H16 -1.832 -4.045 4.082
H17 -4.690 -1.040 1.339
H18 -3.404 0.448 -1.007
H19 -5.064 -0.103 -0.853
H20 -3.760 -1.278 -1.044
H21 -3.372 1.719 1.126
H22 -3.909 0.943 2.645
H23 -5.078 1.386 1.398
H24 2.418 3.762 2.240
H25 -0.399 2.877 3.018
H26 -0.024 4.145 1.849
H27 0.469 4.315 3.540
H28 1.495 1.338 3.865
H29 2.368 2.748 4.445
H30 3.148 1.629 3.317
C18 1.691 -1.331 -5.500
C19 0.766 -1.043 -4.358
N3 1.132 -0.438 -3.288
O7 2.465 -0.008 -3.249
C20 -0.632 -1.445 -4.442
C21 -1.185 -2.316 -5.520
N4 -1.404 -1.014 -3.474
O8 -2.622 -1.396 -3.440
H31 2.704 -1.003 -5.289
H32 1.329 -0.822 -6.395
H33 1.689 -2.400 -5.717
H34 2.463 0.506 -2.429
H35 -0.498 -2.426 -6.356
H36 -2.123 -1.891 -5.882
H37 -1.438 -3.313 -5.144

* E_HOMO: -3.72 eV
* strongest force on any atom: 0.5 eV/Å
* orbital gap: 0.2116 Eh
* relative energy (zero: lowest compared OMol25 entry of this formula, charge and spin): 0.7065 eV
* charge: -1
* E: -3322.83774 Ha

Atom charges from the Löwdin analysis, given in e for atoms 1 to 5: atom 1 (Mg): 0.39, atom 2 (S): 0.65, atom 3 (C): -0.73, atom 4 (C): -0.32, atom 5 (N): 0.12



Entry 5:
Formula: C22H36BrN5O4RuSSi
Source: OMol25
Level of theory: ωB97M-V/def2-TZVPD

Cartesian coordinates (Å):
Ru1 -1.549 -0.235 -1.825
O1 -2.531 3.377 -3.242
C1 -2.447 2.386 -2.598
O2 -1.764 1.273 -2.989
C2 -3.083 2.171 -1.252
C3 -3.856 3.054 -0.523
C4 -4.330 2.633 0.717
C5 -4.011 1.366 1.205
C6 -3.225 0.552 0.415
N1 -2.806 0.970 -0.772
C7 -2.687 -0.815 0.729
O3 -2.766 -1.353 1.784
O4 -2.075 -1.354 -0.360
H1 -4.072 4.034 -0.927
H2 -4.953 3.294 1.305
H3 -4.352 1.011 2.168
C8 -4.412 -2.662 -5.555
C9 -2.963 -2.489 -5.312
N2 -1.998 -2.818 -6.111
N3 -0.850 -2.476 -5.460
C10 -1.073 -1.941 -4.275
S1 0.014 -1.399 -3.063
N4 -2.411 -1.936 -4.160
N5 -3.037 -1.408 -3.024
H4 -4.542 -3.149 -6.518
H5 -4.926 -1.699 -5.581
H6 -4.869 -3.282 -4.782
H7 0.046 -2.637 -5.900
H8 -3.366 -2.166 -2.423
H9 -3.819 -0.822 -3.314
C11 0.200 2.295 2.558
C12 0.950 0.996 2.915
C13 2.013 1.307 3.991
C14 -0.094 0.061 3.539
Si1 1.854 0.250 1.407
Br1 0.347 0.799 -0.493
C15 2.045 -1.643 1.397
C16 2.911 -2.100 0.219
C17 0.675 -2.322 1.273
C18 2.716 -2.029 2.728
C19 3.391 1.221 0.785
C20 4.575 0.838 1.690
C21 3.120 2.732 0.901
C22 3.758 0.949 -0.683
H10 -0.123 2.774 3.486
H11 -0.696 2.080 1.971
H12 0.798 3.017 2.007
H13 1.492 1.602 4.905
H14 2.672 2.126 3.713
H15 2.629 0.440 4.236
H16 -0.582 0.602 4.355
H17 0.338 -0.840 3.971
H18 -0.871 -0.231 2.836
H19 2.511 -1.768 -0.742
H20 2.930 -3.194 0.204
H21 3.944 -1.769 0.305
H22 0.233 -2.151 0.290
H23 -0.039 -2.020 2.034
H24 0.805 -3.404 1.377
H25 3.679 -1.539 2.875
H26 2.904 -3.107 2.724
H27 2.087 -1.819 3.591
H28 4.389 1.029 2.746
H29 5.435 1.447 1.398
H30 4.867 -0.205 1.572
H31 2.887 3.052 1.913
H32 2.318 3.056 0.234
H33 4.023 3.270 0.600
H34 4.159 -0.048 -0.845
H35 4.540 1.657 -0.970
H36 2.926 1.108 -1.369

* E_HOMO (alpha / beta): -14.55 / -14.55 eV
* strongest force on any atom: 1.7 eV/Å
* orbital gap (alpha / beta): 0.2055 / 0.2112 Eh
* charge: +2
* E: -4790.76176 Ha

Atom charges from the Löwdin analysis, given in e for atoms 1 to 5: atom 1 (Ru): 1.06, atom 2 (O): 0.20, atom 3 (C): -0.49, atom 4 (O): -0.22, atom 5 (C): -0.15



Entry 6:
Formula: CH6NO
Source: OMol25
Level of theory: ωB97M-V/def2-TZVPD

Cartesian coordinates (Å):
C1 -1.059 0.607 -1.452
N1 -0.166 -0.051 -0.666
H1 -1.146 1.680 -1.364
H2 -1.629 0.080 -2.206
H3 0.058 -1.018 -0.883
H4 -0.173 -0.010 0.347
H5 0.784 -0.444 2.579
H6 2.123 -0.329 1.920
O1 1.208 -0.516 1.726

* E_HOMO (alpha / beta): -6.09 / -9.91 eV
* strongest force on any atom: 1.6 eV/Å
* orbital gap (alpha / beta): 0.2496 / 0.3899 Eh
* relative energy (zero: lowest compared OMol25 entry of this formula, charge and spin): 0.1730 eV
* 2S+1: 2
* E: -171.61675 Ha
* ⟨S²⟩: 0.75

Atom charges from the Löwdin analysis, given in e for atoms 1 to 5: atom 1 (C): -0.14, atom 2 (N): -0.06, atom 3 (H): 0.03, atom 4 (H): 0.03, atom 5 (H): 0.08



Entry 7:
Formula: C13H31N5O5
Source: OMol25
Level of theory: ωB97M-V/def2-TZVPD

Cartesian coordinates (Å):
C1 2.663 -1.457 3.536
N1 3.346 -1.123 2.293
C2 3.451 -2.266 1.436
C3 3.941 0.031 2.193
O1 4.735 0.366 1.316
H1 1.856 -2.164 3.344
H2 2.219 -0.608 4.056
H3 3.339 -1.947 4.237
H4 4.098 -2.975 1.953
H5 2.481 -2.649 1.120
H6 4.082 -1.983 0.594
H7 3.575 0.741 2.951
C4 1.236 -2.021 -2.917
N2 1.321 -1.405 -4.230
C5 0.232 -1.862 -5.078
C6 2.322 -0.545 -4.544
O2 2.463 -0.140 -5.683
H8 1.993 -1.862 -2.149
H9 1.362 -3.090 -3.089
H10 0.244 -1.843 -2.502
H11 -0.319 -1.068 -5.583
H12 0.658 -2.355 -5.951
H13 -0.539 -2.506 -4.655
H14 2.981 -0.213 -3.727
C7 0.282 5.557 1.839
N3 0.390 4.125 1.773
C8 -0.329 3.427 0.702
C9 1.134 3.496 2.690
O3 1.178 2.269 2.722
H15 0.953 5.947 2.604
H16 -0.762 5.819 2.013
H17 0.580 5.949 0.867
H18 0.109 2.453 0.481
H19 -1.317 3.159 1.075
H20 -0.300 4.073 -0.176
H21 1.738 4.241 3.229
C10 -6.158 -2.348 0.085
C11 -5.577 -1.027 -0.259
N4 -5.830 -0.522 -1.441
O4 -5.045 -0.391 0.590
H22 -6.987 -2.275 0.789
H23 -5.367 -2.721 0.736
H24 -6.369 -2.958 -0.794
H25 -6.644 -0.849 -1.941
H26 -5.380 0.375 -1.555
C12 -1.457 -0.225 0.233
C13 -0.087 -0.798 0.478
N5 0.814 -0.104 1.069
O5 0.199 -1.890 0.056
H27 -1.639 0.824 0.465
H28 -2.184 -0.800 0.806
H29 -1.881 -0.161 -0.769
H30 1.636 -0.556 1.443
H31 0.564 0.854 1.271

* structure (SMILES): CN(C)C=O.CN(C)C=O.CN(C)C=O.CC(N)=O.CC(N)=O
* E_HOMO: -8.71 eV
* strongest force on any atom: 3.6 eV/Å
* orbital gap: 0.3368 Eh
* E: -1163.89536 Ha

Atom charges from the Löwdin analysis, given in e for atoms 1 to 5: atom 1 (C): -0.05, atom 2 (N): -0.24, atom 3 (C): -0.04, atom 4 (C): -0.38, atom 5 (O): 0.01



Entry 8:
Formula: C4H8N2O
Source: OMol25
Level of theory: ωB97M-V/def2-TZVPD

Cartesian coordinates (Å):
C1 0.423 0.828 1.532
N1 0.003 -0.348 0.859
C2 0.227 -0.047 -0.561
C3 -0.486 -1.076 -1.418
O1 0.049 -2.376 -1.277
C4 -0.110 1.453 -0.800
N2 0.019 1.920 0.420
H1 -0.021 0.876 2.546
H2 1.517 0.874 1.643
H3 -0.122 2.858 0.771
H4 -1.005 -0.427 1.000
H5 1.312 -0.120 -0.746
H6 -0.383 -0.799 -2.468
H7 -1.562 -1.060 -1.169
H8 0.138 -2.556 -0.331

* E_HOMO: -8.71 eV
* strongest force on any atom: 1.7 eV/Å
* orbital gap: 0.3499 Eh
* relative energy (zero: lowest compared OMol25 entry of this formula, charge and spin): 3.4369 eV
* E: -341.87734 Ha

Atom charges from the Löwdin analysis, given in e for atoms 1 to 5: atom 1 (C): -0.16, atom 2 (N): -0.05, atom 3 (C): -0.38, atom 4 (C): -0.25, atom 5 (O): -0.06



Entry 9:
Formula: C6H12
Source: OMol25
Level of theory: ωB97M-V/def2-TZVPD

Cartesian coordinates (Å):
C1 -0.386 2.283 0.958
C2 0.233 1.949 -0.192
C3 -0.356 0.948 -1.175
H1 0.051 3.031 1.629
H2 -1.339 1.829 1.253
H3 1.147 2.504 -0.440
H4 -0.741 1.488 -2.057
H5 -1.206 0.479 -0.651
H6 0.326 0.153 -1.520
C4 0.487 -2.912 -0.234
C5 0.098 -1.609 -0.322
C6 0.158 -0.700 0.898
H7 0.523 -3.491 -1.164
H8 0.746 -3.428 0.697
H9 -0.208 -1.143 -1.267
H10 -0.876 -0.528 1.242
H11 0.600 0.269 0.612
H12 0.742 -1.120 1.735

* structure (SMILES): C=CC.C=CC
* E_HOMO: -9.09 eV
* strongest force on any atom: 3.1 eV/Å
* orbital gap: 0.3755 Eh
* relative energy (zero: lowest compared OMol25 entry of this formula, charge and spin): 3.3005 eV
* E: -235.69693 Ha

Atom charges from the Löwdin analysis, given in e for atoms 1 to 5: atom 1 (C): -0.03, atom 2 (C): -0.25, atom 3 (C): -0.14, atom 4 (H): 0.06, atom 5 (H): 0.07



Among the records above, which one has the lowest strongest force on any atom?
C21H37MgN4O8P2S2